# C3H9NOS

The molecule C3H9NOS at a distorted geometry (ωB97M-V with the def2-TZVPD basis set, the Open Molecules 2025 dataset).

```
! RIJCOSX wB97M-V def2-TZVPD def2/J DEFGRID3
* xyz 0 1
C -1.6470 -0.6635 -0.6544
C 1.5964 -0.2542 0.9592
C -1.2781 0.6169 -0.0352
N 1.2861 -0.3895 -0.4265
O 1.0173 2.0689 -0.4090
S 0.3987 0.9831 -1.0645
H -1.4770 -0.6531 -1.7587
H -1.0227 -1.3319 -0.1431
H -2.7839 -0.8313 -0.4879
H 0.9782 -0.7273 1.6741
H 2.5836 -0.5201 1.1209
H 1.5256 0.7898 1.1885
H -0.9097 0.5824 1.0497
H -1.8683 1.5086 -0.1068
H 1.6009 -1.1788 -0.9065
*
```

E_HOMO   -8.75 eV
Energy relative to the best compared isomer or geometry (same formula, charge and spin)   2.6130 eV

# C33H39FN4P2Zr

A structure of composition C33H39FN4P2Zr at a distorted geometry (ωB97M-V with the def2-TZVPD basis set, the Open Molecules 2025 dataset).

```
! RIJCOSX wB97M-V def2-TZVPD def2/J DEFGRID3
* xyz 2 1
Zr 0.0046 1.7685 -2.5165
C -2.0246 1.6946 -6.6656
C -2.1504 0.3729 -6.5041
C -1.2030 -0.6661 -7.0197
C 0.2871 -0.2471 -6.9550
C 0.7364 0.5503 -5.7607
C 0.5927 1.8813 -5.5623
C 0.2436 2.7884 -6.6897
C -0.9918 2.3582 -7.5221
C 0.0716 2.1005 -0.0952
H -2.8253 2.3938 -6.3753
H -3.0969 -0.0539 -6.1429
H -1.4249 -0.9791 -8.0605
H -1.3446 -1.5932 -6.4400
H 0.8611 -1.1977 -6.9218
H 0.5724 0.2420 -7.9111
H 1.5124 0.0136 -5.1841
H 1.0872 2.3987 -4.7054
H 1.0689 2.8917 -7.4180
H 0.0450 3.7935 -6.3008
H -1.4634 3.2784 -7.9167
H -0.6670 1.7660 -8.4013
H -0.7802 2.5006 0.4818
H 0.7822 2.9380 -0.1051
H 0.5411 1.4181 0.6632
P 1.3730 -0.5152 -2.4584
P -1.8958 -1.3612 -1.8041
N 2.7297 0.5215 -3.2252
N 2.5992 -1.5283 -1.6423
N -2.3338 0.2690 -2.4379
N -3.3983 -2.1526 -1.6002
C 0.4807 -1.6759 -3.5140
C -0.7911 -2.3212 -2.8730
C 2.8500 1.8831 -2.8681
C 4.0338 2.3643 -3.4318
C 4.6014 1.3184 -4.2120
C 3.7770 0.2015 -4.0656
C 3.3570 -1.0694 -0.5424
C 4.0000 -2.1714 0.0332
C 3.6469 -3.3278 -0.7506
C 2.8058 -2.9024 -1.7660
C -2.7729 1.4138 -1.7106
C -2.4703 2.5649 -2.4516
C -1.8622 2.1720 -3.7182
C -1.7285 0.7048 -3.6324
C -4.5114 -2.1693 -2.4470
C -5.4918 -2.9854 -1.9072
C -4.9698 -3.5039 -0.6767
C -3.7025 -2.9953 -0.5248
H 1.1871 -2.4469 -3.8331
H 0.1639 -1.1705 -4.4343
H -1.3547 -2.8371 -3.6722
H -0.4422 -3.1258 -2.2164
H 2.1873 2.3673 -2.1143
H 4.4258 3.3626 -3.2711
H 5.5062 1.4087 -4.7987
H 3.8234 -0.7620 -4.5312
H 3.3281 -0.0010 -0.3240
H 4.6246 -2.1782 0.9220
H 3.9606 -4.3446 -0.5501
H 2.3320 -3.4067 -2.5983
H -3.4945 1.2946 -0.8804
H -2.5812 3.5745 -2.0161
H -1.4497 2.8070 -4.5138
H -1.4919 -0.0894 -4.3491
H -4.4457 -1.6032 -3.3550
H -6.4775 -3.2000 -2.3011
H -5.4715 -4.1379 0.0446
H -2.9862 -3.0789 0.2650
F -0.5281 -0.3766 3.8463
C -0.8397 -0.5564 2.5487
C -2.0258 -0.0497 2.0565
C -2.3215 -0.3079 0.7147
C -1.4207 -0.9243 -0.1328
C -0.2202 -1.4281 0.3927
C 0.0548 -1.2784 1.7572
H -2.7177 0.4939 2.7068
H -3.3248 -0.1209 0.3337
H 0.4480 -2.0071 -0.2628
H 0.9645 -1.7182 2.1777
*
```

E_HOMO (spin up / spin down)   -12.41 / -12.41 eV
Energy relative to the best compared isomer or geometry (same formula, charge and spin)   0.6057 eV

# C54H143N11O26

A cluster of 14 separate species, C54H143N11O26 in total at a distorted geometry (ωB97M-V with the def2-TZVPD basis set, the Open Molecules 2025 dataset).

```
! RIJCOSX wB97M-V def2-TZVPD def2/J DEFGRID3
* xyz 1 2
C 6.1225 -29.7880 -44.3352
O 6.8250 -29.1248 -45.0684
N 5.9869 -29.5807 -43.0417
N 5.4278 -30.8212 -44.6762
H 6.6881 -28.9513 -42.6779
H 5.2536 -29.9130 -42.4318
H 5.2574 -30.8528 -45.6712
H 4.8045 -31.1279 -43.9429
C 5.6588 -37.8227 -47.4814
O 6.8171 -37.5775 -47.1108
N 4.9338 -37.0455 -48.2796
N 5.0961 -38.9785 -47.2778
H 5.2633 -36.1406 -48.5837
H 3.9861 -37.3585 -48.4351
H 5.6028 -39.7188 -46.8138
H 4.1494 -39.1850 -47.5628
C 8.2225 -32.9898 -58.0480
O 7.8986 -32.7906 -56.6694
C 6.4898 -32.8157 -56.2977
C 6.4084 -32.1461 -54.9386
N 7.0479 -33.1759 -54.0686
C 7.1005 -32.7467 -52.7190
C 8.4278 -33.0431 -52.0083
O 8.1956 -32.4646 -50.6991
C 9.0969 -32.9563 -49.7125
H 7.7857 -32.2713 -58.7416
H 7.8416 -33.9598 -58.3674
H 9.2976 -33.0918 -58.1958
H 6.1097 -33.8295 -56.4229
H 5.9226 -32.1157 -56.9113
H 5.3915 -31.9203 -54.6174
H 7.0317 -31.2520 -54.9537
H 7.8481 -33.6328 -54.4821
H 6.3291 -33.3274 -52.2132
H 6.8780 -31.6914 -52.5614
H 9.2968 -32.5189 -52.4059
H 8.6503 -34.1101 -52.0036
H 8.7016 -33.9441 -49.4755
H 9.2133 -32.3152 -48.8388
H 10.1498 -33.0545 -49.9770
C 3.9597 -35.7046 -44.9733
O 2.9239 -35.8299 -43.9629
C 2.7276 -34.8385 -42.9728
C 2.0755 -33.5185 -43.4858
N 3.0886 -32.5741 -43.9239
C 2.4800 -31.2360 -44.2127
C 2.0548 -31.0432 -45.6609
O 3.2424 -30.8402 -46.4785
C 2.9133 -30.7926 -47.8867
H 3.9643 -36.5448 -45.6676
H 4.9471 -35.6538 -44.5144
H 3.8085 -34.7553 -45.4873
H 3.6777 -34.6799 -42.4627
H 2.1324 -35.3093 -42.1903
H 1.5671 -33.1542 -42.5931
H 1.2387 -33.6931 -44.1622
H 3.4642 -32.9400 -44.7871
H 3.0891 -30.4673 -43.7371
H 1.5765 -31.1913 -43.6046
H 1.3123 -30.2675 -45.8483
H 1.6225 -31.9988 -45.9577
H 3.8202 -30.7256 -48.4877
H 2.3221 -29.9062 -48.1167
H 2.2849 -31.5598 -48.3391
C 5.2639 -33.6730 -48.5456
O 6.2829 -34.4210 -47.8511
C 6.8403 -33.7122 -46.7269
C 8.0333 -34.4618 -46.1220
N 8.5344 -33.7177 -44.8974
C 7.6304 -33.6546 -43.7917
C 8.2357 -32.7571 -42.7002
O 7.6851 -33.0271 -41.4065
C 8.3630 -32.2903 -40.3608
H 4.2923 -33.7664 -48.0605
H 5.1988 -34.0759 -49.5564
H 5.4575 -32.6010 -48.5824
H 6.0472 -33.6670 -45.9805
H 7.1628 -32.6799 -46.8628
H 8.7998 -34.5351 -46.8935
H 7.7939 -35.4098 -45.6402
H 9.3541 -34.1536 -44.4997
H 7.5031 -34.6589 -43.3876
H 6.7199 -33.1206 -44.0635
H 7.8784 -31.7779 -43.0189
H 9.3109 -32.9203 -42.6258
H 9.3975 -32.6040 -40.2207
H 7.8967 -32.6420 -39.4405
H 8.2405 -31.2079 -40.3987
C 3.3584 -31.8391 -37.1060
O 3.2795 -31.3892 -38.4267
C 4.5951 -31.1389 -39.0533
C 4.3629 -31.1768 -40.5134
N 3.7247 -29.9774 -41.0405
C 2.2707 -29.8162 -40.8560
C 1.6672 -28.7167 -41.6875
O 2.0373 -27.4891 -41.0719
C 1.6613 -26.3472 -41.7909
H 3.9149 -32.7626 -36.9457
H 2.3115 -32.0169 -36.8601
H 3.6296 -31.0484 -36.4065
H 5.3548 -31.8656 -38.7657
H 4.9920 -30.1788 -38.7237
H 3.8327 -32.1146 -40.6793
H 5.2765 -31.3173 -41.0910
H 4.0964 -29.1853 -40.5360
H 1.8988 -29.7457 -39.8338
H 1.8470 -30.7532 -41.2174
H 0.6066 -28.7734 -41.4425
H 1.9667 -28.7632 -42.7345
H 0.5973 -26.3200 -42.0257
H 2.2874 -26.1158 -42.6526
H 1.8641 -25.4610 -41.1894
C 7.3670 -38.3304 -44.0600
O 7.3325 -38.3409 -42.6285
C 6.4409 -37.3478 -42.1335
C 5.7955 -37.8416 -40.8307
N 6.4490 -37.3081 -39.6159
C 5.9812 -35.9322 -39.4811
C 6.5403 -35.1833 -38.2747
O 6.0489 -35.7752 -37.0734
C 6.6562 -35.2239 -35.9509
H 6.3678 -38.4523 -44.4782
H 8.1336 -38.9881 -44.4696
H 7.5400 -37.3503 -44.5044
H 5.6343 -36.9682 -42.7606
H 6.9637 -36.3929 -42.0789
H 5.8975 -38.9234 -40.7450
H 4.7414 -37.5740 -40.7571
H 5.9782 -37.7863 -38.8611
H 4.8924 -35.8893 -39.4548
H 6.3073 -35.3459 -40.3403
H 6.1239 -34.1888 -38.4348
H 7.6267 -35.0982 -38.3022
H 6.2030 -35.6626 -35.0619
H 6.3958 -34.1661 -35.9862
H 7.7235 -35.4097 -36.0715
C 9.9551 -29.0864 -38.8698
O 8.8639 -28.8208 -38.0594
C 9.0375 -27.8715 -36.9423
C 7.9578 -27.9871 -35.8294
N 6.5950 -28.0437 -36.3544
C 6.3383 -26.8099 -37.0547
C 4.9518 -26.7154 -37.6939
O 4.9510 -25.4848 -38.2994
C 3.6217 -25.0636 -38.5850
H 10.5520 -28.1956 -39.0653
H 9.6885 -29.4770 -39.8519
H 10.5508 -29.8823 -38.4230
H 9.1704 -26.8838 -37.3838
H 9.9842 -28.1534 -36.4815
H 7.9688 -27.2139 -35.0612
H 8.1697 -28.9430 -35.3502
H 6.7305 -28.7266 -37.0861
H 7.0936 -26.5693 -37.8029
H 6.5103 -26.0239 -36.3194
H 4.2024 -26.8693 -36.9175
H 4.8000 -27.4634 -38.4721
H 3.0439 -24.7255 -37.7247
H 3.0019 -25.6907 -39.2259
H 3.6867 -24.0990 -39.0885
C 1.5536 -41.3033 -47.0334
O 1.4027 -40.0692 -47.8104
C 1.4763 -38.8727 -47.0619
C 1.4868 -37.5083 -47.8143
N 2.3246 -37.5930 -49.0116
C 2.2803 -36.4512 -49.9485
C 3.0586 -36.8022 -51.2599
O 2.2289 -37.6918 -51.9518
C 2.7513 -38.1060 -53.2556
H 1.1809 -42.1169 -47.6557
H 1.1242 -41.3812 -46.0346
H 2.6320 -41.4294 -46.9370
H 2.4011 -38.8046 -46.4891
H 0.6959 -38.8579 -46.3011
H 1.8946 -36.7243 -47.1762
H 0.4666 -37.2434 -48.0921
H 2.1367 -38.4504 -49.5112
H 2.6623 -35.5384 -49.4914
H 1.2174 -36.3306 -50.1578
H 3.9862 -37.3554 -51.1127
H 3.3446 -35.8799 -51.7655
H 2.6184 -37.2615 -53.9319
H 2.0829 -38.8334 -53.7163
H 3.7960 -38.4164 -53.2400
C 11.4153 -37.1076 -44.8646
C 11.5031 -36.5295 -43.4444
O 10.7154 -35.3696 -43.3830
O 12.4813 -38.0927 -45.0317
H 11.5246 -36.3504 -45.6410
H 10.4371 -37.5657 -45.0108
H 12.5374 -36.2444 -43.2521
H 11.1815 -37.3264 -42.7739
H 10.8414 -35.0768 -42.4775
H 12.4020 -38.6748 -44.2725
C 11.4515 -34.4720 -39.2638
C 12.4708 -33.3594 -39.4412
O 13.1318 -32.9471 -38.2131
O 10.9533 -34.8137 -40.4890
H 10.6644 -34.1879 -38.5654
H 11.9535 -35.3059 -38.7731
H 11.9551 -32.6123 -40.0445
H 13.2532 -33.7044 -40.1171
H 12.4421 -32.5847 -37.6522
H 10.2444 -35.4463 -40.3516
C 9.6641 -29.3616 -46.5577
C 9.6373 -30.6150 -45.6814
O 9.8747 -31.8079 -46.4004
O 9.1652 -28.1407 -45.8647
H 9.1383 -29.4142 -47.5110
H 10.6909 -29.1755 -46.8724
H 8.7094 -30.7578 -45.1276
H 10.3711 -30.6174 -44.8754
H 9.3553 -32.4594 -45.9236
H 8.3626 -28.3695 -45.3903
C 12.4609 -34.0571 -46.7053
C 12.5600 -34.8079 -48.0245
O 13.8059 -34.6607 -48.7211
O 12.6387 -32.6441 -46.7333
H 13.3144 -34.4298 -46.1390
H 11.4674 -34.2856 -46.3194
H 11.7541 -34.3693 -48.6129
H 12.5095 -35.8825 -47.8491
H 13.8460 -35.3320 -49.4062
H 11.7731 -32.2725 -46.9185
C 9.9161 -39.1271 -49.0208
C 9.8174 -37.6588 -48.7252
O 9.4702 -37.4444 -47.3036
O 9.9499 -39.4051 -50.3626
H 9.0977 -39.7588 -48.6754
H 10.7851 -39.5790 -48.5425
H 9.0492 -37.2383 -49.3741
H 10.7107 -37.0596 -48.9017
H 8.5556 -37.7024 -47.1673
H 10.6576 -40.0441 -50.4742
*
```

E_HOMO (spin up / spin down)   -10.27 / -10.27 eV

# C18H44NO8P2

A cluster of 3 separate species, C18H44NO8P2 in total at a distorted geometry (ωB97M-V with the def2-TZVPD basis set, the Open Molecules 2025 dataset).

```
! RIJCOSX wB97M-V def2-TZVPD def2/J DEFGRID3
* xyz -1 1
C -3.9629 6.4695 -1.6929
C -2.4578 6.3693 -1.3673
C -2.0097 5.0179 -0.8170
C -2.3293 4.7082 0.6675
C -3.3449 5.5841 1.3890
C -2.8007 7.0033 1.8078
N -1.3939 7.1055 2.0350
H -4.4840 5.5368 -1.4771
H -4.1443 6.8100 -2.7125
H -4.4212 7.2124 -1.0350
H -2.1172 7.1971 -0.7490
H -1.9410 6.4956 -2.3277
H -0.9163 4.9919 -0.9063
H -2.3669 4.2169 -1.4740
H -1.4127 4.6943 1.2568
H -2.7243 3.6820 0.6952
H -4.3017 5.6430 0.8553
H -3.5818 5.0620 2.3266
H -3.1667 7.7098 1.0183
H -3.3460 7.2969 2.7166
H -0.9301 7.0384 1.1253
O 1.9347 -1.6801 -1.5035
P 1.8613 -0.2136 -1.6055
O 2.5890 0.3033 -2.9347
C 2.0555 -0.0339 -4.2210
C 0.7350 0.6550 -4.5055
O 2.9747 0.2731 -0.5220
C 3.6990 -0.6192 0.3127
C 5.0322 -0.9851 -0.3060
O 0.8105 0.8901 -1.3028
C 0.8151 1.9156 -0.2754
C 1.6774 3.0872 -0.6614
H 1.9518 -1.1201 -4.2974
H 2.8072 0.2781 -4.9447
H -0.0531 0.2964 -3.8404
H 0.4254 0.4627 -5.5334
H 0.8230 1.7311 -4.3568
H 3.1121 -1.5102 0.5361
H 3.8557 -0.0907 1.2556
H 4.8917 -1.3951 -1.3067
H 5.5533 -1.7211 0.3087
H 5.6635 -0.1000 -0.3964
H 1.0892 1.4945 0.6890
H -0.2193 2.2447 -0.1839
H 2.7099 2.7951 -0.8473
H 1.6647 3.8288 0.1378
H 1.2962 3.5520 -1.5716
O 0.7939 -5.3073 3.6386
P 0.2196 -5.1645 2.3006
O -1.1606 -5.9471 2.1230
C -2.2609 -5.6532 2.9958
C -2.8506 -4.2766 2.7606
O 1.1004 -6.0053 1.2520
C 2.2440 -6.7530 1.6558
C 1.8812 -8.1981 1.9245
O 0.0319 -3.8309 1.5184
C 0.5885 -3.4774 0.2255
C -0.2091 -4.0881 -0.8992
H -1.9365 -5.7640 4.0334
H -3.0073 -6.4213 2.7972
H -2.1456 -3.4894 3.0299
H -3.7502 -4.1480 3.3633
H -3.1061 -4.1424 1.7091
H 2.7177 -6.2968 2.5249
H 2.9535 -6.6911 0.8278
H 1.0772 -8.2622 2.6581
H 2.7462 -8.7479 2.2985
H 1.5335 -8.6796 1.0092
H 1.6434 -3.7328 0.1759
H 0.5251 -2.3985 0.1678
H -0.2509 -5.1740 -0.8174
H 0.2545 -3.8179 -1.8468
H -1.2350 -3.7161 -0.8846
*
```

E_HOMO   -1.42 eV
Energy relative to the best compared isomer or geometry (same formula, charge and spin)   0.0000 eV

# C29H45N9OPZn

A structure of composition C29H45N9OPZn (ωB97M-V with the def2-TZVPD basis set, the Open Molecules 2025 dataset).

```
! RIJCOSX wB97M-V def2-TZVPD def2/J DEFGRID3
* xyz 1 1
Zn -1.1417 1.4081 0.9130
C -4.4837 -3.2445 0.4842
C -3.1665 -2.6364 -0.0013
C -3.3487 -1.5870 -1.0767
C -3.6643 -2.0368 -2.3580
C -3.7861 -1.1650 -3.4224
C -3.5828 0.1917 -3.2165
C -3.2694 0.6868 -1.9592
C -3.0750 2.1696 -1.7714
C -4.2158 2.8444 -1.0089
C -3.1687 -0.2093 -0.8825
N -2.7787 0.3116 0.3800
C -3.4035 -0.0264 1.4677
C -2.8817 0.3348 2.7337
C -3.3533 0.1265 4.0310
C -2.4027 0.6873 4.8839
C -1.3990 1.2143 4.0674
N -1.6739 1.0004 2.7719
H -4.3027 -4.0212 1.2273
H -5.0293 -3.6921 -0.3470
H -5.1394 -2.4957 0.9306
H -2.5575 -3.4413 -0.4236
H -2.6011 -2.2404 0.8439
H -3.8007 -3.1013 -2.5149
H -4.0309 -1.5370 -4.4085
H -3.6703 0.8841 -4.0452
H -2.9800 2.6272 -2.7577
H -2.1262 2.3685 -1.2644
H -5.1634 2.6917 -1.5267
H -4.0435 3.9177 -0.9259
H -4.3169 2.4406 -0.0014
H -4.3296 -0.5938 1.4157
H -4.2728 -0.3664 4.3050
H -2.4302 0.7197 5.9605
H -0.5028 1.7371 4.3686
O 0.4089 0.6457 -0.0140
P 1.5750 -0.2812 -0.1857
N 1.9193 -1.1182 1.1696
C 1.9734 -0.4622 2.4912
C 2.2754 -1.6123 3.4523
C 1.6580 -2.8223 2.7547
C 2.0095 -2.5814 1.2913
N 1.2771 -1.3146 -1.4051
C 2.2824 -2.0226 -2.2059
C 1.4503 -2.6113 -3.3406
C 0.1388 -2.9735 -2.6440
C -0.0902 -1.8070 -1.6843
N 2.9136 0.6197 -0.5434
C 2.8688 1.5088 -1.7265
C 4.3278 1.8966 -1.9347
C 5.0774 0.6290 -1.5279
C 4.2904 0.1227 -0.3195
H 1.0108 0.0021 2.7208
H 2.7474 0.3104 2.5184
H 1.8677 -1.4324 4.4451
H 3.3546 -1.7493 3.5471
H 0.5730 -2.8145 2.8786
H 2.0398 -3.7723 3.1238
H 1.3260 -3.0741 0.6002
H 3.0252 -2.9311 1.0746
H 2.7687 -2.8194 -1.6303
H 3.0536 -1.3367 -2.5584
H 1.9374 -3.4608 -3.8152
H 1.2735 -1.8473 -4.1005
H 0.2583 -3.9062 -2.0878
H -0.6944 -3.0963 -3.3334
H -0.5939 -2.1157 -0.7657
H -0.6873 -1.0153 -2.1409
H 2.2138 2.3620 -1.5459
H 2.4777 0.9763 -2.6001
H 4.5933 2.7260 -1.2742
H 4.5308 2.2083 -2.9573
H 6.1269 0.7992 -1.2949
H 5.0330 -0.1017 -2.3378
H 4.6884 0.5347 0.6131
H 4.3196 -0.9636 -0.2286
N 3.2467 5.7456 1.2886
C 2.3866 4.7421 1.0876
N 2.8457 3.4790 1.1359
N 1.1254 5.0672 0.8638
C 0.2508 4.1196 0.7516
N -0.5660 3.3062 0.6352
H 4.2225 5.5964 1.4665
H 2.8789 6.6806 1.3206
H 3.8237 3.2954 1.2746
H 2.2787 2.7019 0.8248
*
```

E_HOMO   -9.89 eV